Record 1
11
Properties=species:S:1:pos:R:3 method="wB97M-V/def2-TZVPD" multiplicity=1 homo_ev=-8.863 total_energy_ha=-426.8407 orbital_gap_ev=7.687 e_above_lowest_kcal_mol=136.1 lumo_energy_ev=-1.2
N -2.435 0.076 0.266
N -1.337 -0.682 0.140
C -0.212 -0.269 -0.410
N 0.254 1.016 -0.703
N 1.400 1.154 -0.095
C 2.215 0.083 0.447
N 1.918 -1.080 0.013
O 0.693 -1.242 -0.608
H -2.358 1.001 -0.146
H -3.238 -0.426 0.075
H 3.101 0.370 1.019

Record 2
11
Properties=species:S:1:pos:R:3 method="wB97M-V/def2-TZVPD" multiplicity=1 homo_ev=-9.143 total_energy_ha=-749.8678 orbital_gap_ev=8.066 e_above_lowest_kcal_mol=38.8 lumo_energy_ev=-1.1
H 1.388 -1.793 -1.254
N 0.705 -1.136 -1.527
C 0.470 -0.472 -0.463
N 1.139 -0.755 0.781
N 0.724 -0.250 1.875
C -0.358 0.661 1.840
N -0.967 1.031 0.784
N -0.463 0.563 -0.376
S -1.350 0.973 -1.889
H -0.625 1.197 2.736
H -0.663 -0.018 -2.508

Record 3
11
Properties=species:S:1:pos:R:3 method="wB97M-V/def2-TZVPD" multiplicity=1 charge=+1 homo_ev=-15.071 total_energy_ha=-405.8259 orbital_gap_ev=8.990 e_above_lowest_kcal_mol=199.3 lumo_energy_ev=-6.1
C -0.636 0.539 0.909
C -0.889 0.274 -0.562
N 0.522 0.686 -0.849
N 0.770 0.969 0.564
N 1.280 -0.386 0.759
N -0.267 -0.914 1.066
N -0.417 -1.116 -0.373
N 0.927 -0.662 -0.632
H -1.187 1.224 1.584
H -1.727 0.514 -1.343
H 1.624 -1.128 -1.124

Record 4
7
Properties=species:S:1:pos:R:3 method="wB97M-V/def2-TZVPD" multiplicity=1 homo_ev=-9.634 total_energy_ha=-207.9348 orbital_gap_ev=10.635 e_above_lowest_kcal_mol=39.5 lumo_energy_ev=1.0
C 1.714 -0.715 -0.902
N 0.641 -0.875 -0.533
H 2.692 -0.827 -1.305
C -1.911 -1.040 1.138
O -1.596 -0.001 1.642
H -2.409 -1.750 1.871
H -1.906 -1.376 0.084

Record 5
7
Properties=species:S:1:pos:R:3 method="wB97M-V/def2-TZVPD" multiplicity=1 homo_ev=-8.943 total_energy_ha=-207.8588 orbital_gap_ev=8.837 e_above_lowest_kcal_mol=87.2 lumo_energy_ev=-0.1
O -1.250 0.261 0.035
C 0.143 -0.819 -0.049
C 1.242 0.073 -0.082
N 2.163 0.784 0.014
H -0.945 1.176 0.194
H -0.091 -1.280 -1.004
H -1.262 -0.194 0.893

Record 6
7
Properties=species:S:1:pos:R:3 method="wB97M-V/def2-TZVPD" multiplicity=1 homo_ev="-8.693 / -8.242" total_energy_ha=-207.8038 orbital_gap_ev="9.197 / 8.795" e_above_lowest_kcal_mol=121.7 lumo_energy_ev="0.5 / 0.6"
C -0.325 0.557 0.007
C -0.004 -0.946 0.061
N 1.124 0.738 0.105
O 1.282 -0.562 0.048
H -0.638 0.854 -1.063
H -0.880 1.196 0.664
H -0.559 -1.837 0.179